# 1
# C9H8ClO2S

A cluster of 2 separate species, C9H8ClO2S in total (ωB97M-V/def2-TZVPD, the Open Molecules 2025 dataset).

The net charge is -1. The highest occupied orbital energy is -0.1521 hartree. As for the energy above the lowest of the compared OMol25 structures with the same formula, charge and spin: 14.80 kcal/mol. As for the spin multiplicity: 1. For the HOMO-LUMO gap, the calculation gives 0.2764 Ha. The total energy comes out at -1356.617728 hartree.

Structure (XYZ):
```
21
C9H8ClO2S ωB97M-V/def2-TZVPD
C 2.56 -0.86 -0.23
C 1.65 -1.92 0.00
C 2.09 0.42 -0.30
C 0.30 -1.67 -0.02
C 0.74 0.72 -0.11
C -0.17 -0.30 -0.12
C -2.10 0.36 0.96
C 0.41 2.18 -0.27
C -2.20 -0.12 -0.41
O -2.26 -0.65 1.86
O -1.95 1.48 1.42
S -2.93 -1.57 -0.67
Cl -2.23 1.05 -1.70
H 3.60 -1.12 -0.43
H 1.95 -2.90 -0.04
H 2.83 1.16 -0.32
H -0.49 -2.40 0.05
H 0.20 2.34 -1.29
H -0.53 2.33 0.24
H 1.14 2.77 0.16
H -2.59 -1.30 1.20
```

Löwdin atomic charge list, values in e, 5 entries: C -0.1052; C -0.1070; C -0.0810; C -0.0638; C -0.2577



# 2
# C31H31LaN8O3S3

A structure of composition C31H31LaN8O3S3 (ωB97M-V/def2-TZVPD, the Open Molecules 2025 dataset).

The net charge is 0. The highest occupied orbital energy is -0.2491 hartree. As for the energy above the lowest of the compared OMol25 structures with the same formula, charge and spin: 76.75 kcal/mol. As for the spin multiplicity: 1. For the HOMO-LUMO gap, the calculation gives 0.2026 Ha. The total energy comes out at -3089.638456 hartree.

Structure (XYZ):
```
77
C31H31LaN8O3S3 ωB97M-V/def2-TZVPD
La 1.36 -0.16 0.67
C 3.25 3.27 4.99
S 2.25 4.11 3.75
C 1.74 2.65 2.87
S 2.73 2.08 1.55
N 0.64 2.10 3.30
N 0.25 0.94 2.65
C -0.89 0.46 3.01
C -1.42 -0.78 2.39
C -2.62 -1.29 2.86
C -3.12 -2.45 2.27
C -2.40 -3.05 1.23
C -1.21 -2.47 0.83
N -0.70 -1.35 1.38
H 3.64 4.00 5.70
H 4.10 2.76 4.53
H 2.65 2.54 5.54
H -1.49 0.95 3.79
H -3.16 -0.81 3.66
H -4.05 -2.89 2.61
H -2.76 -3.96 0.76
H -0.61 -2.89 0.03
O 4.26 -3.25 -0.94
C 3.69 -2.47 -0.18
N 3.35 -1.19 -0.36
C 4.20 -0.52 -1.14
O 5.41 -0.66 -1.30
C 3.52 0.58 -1.87
C 4.12 1.19 -2.96
C 3.43 2.20 -3.62
C 2.17 2.58 -3.15
C 1.66 1.92 -2.04
N 2.30 0.93 -1.39
C 3.23 -2.98 1.14
C 3.74 -4.16 1.66
C 3.29 -4.58 2.90
C 2.33 -3.82 3.57
C 1.88 -2.66 2.96
N 2.30 -2.22 1.76
H 5.09 0.85 -3.30
H 3.86 2.69 -4.48
H 1.60 3.36 -3.63
H 0.68 2.17 -1.63
H 4.49 -4.71 1.10
H 3.68 -5.50 3.34
H 1.96 -4.12 4.54
H 1.14 -2.03 3.44
C -2.43 -2.38 -4.19
C -2.32 -0.90 -4.50
C -1.39 -0.15 -3.55
N -1.94 -0.04 -2.20
C -1.51 -0.68 -1.07
S -0.29 -1.82 -0.98
N -2.16 -0.36 0.11
C -3.17 0.52 0.49
O -3.99 0.19 1.34
C -3.25 1.87 -0.14
C -4.51 2.45 -0.28
C -4.63 3.72 -0.85
C -3.49 4.41 -1.26
C -2.23 3.84 -1.09
C -2.11 2.57 -0.52
H -3.06 -2.88 -4.94
H -2.88 -2.55 -3.21
H -1.44 -2.86 -4.21
H -3.32 -0.45 -4.47
H -1.94 -0.78 -5.52
H -1.28 0.88 -3.90
H -0.39 -0.59 -3.54
H -2.80 0.49 -2.14
H -2.03 -1.09 0.81
H -5.41 1.93 0.05
H -5.61 4.18 -0.96
H -3.58 5.40 -1.70
H -1.34 4.39 -1.40
H -1.11 2.15 -0.38
H 0.05 1.15 -0.64
```

Löwdin atomic charge list, values in e, 5 entries: La 1.5535; C -0.4151; S 0.7782; C -1.1146; S 0.4677



# 3
# C13H17N3O4

An isolated molecule of C13H17N3O4 (ωB97M-V/def2-TZVPD, the Open Molecules 2025 dataset).

The net charge is 0. The highest occupied orbital energy is -0.3304 hartree. As for the energy above the lowest of the compared OMol25 structures with the same formula, charge and spin: 23.62 kcal/mol. As for the spin multiplicity: 1. Its SMILES is NC(=O)C[C@H](NC(=O)[C@@H](N)Cc1ccccc1)C(=O)O. For the HOMO-LUMO gap, the calculation gives 0.3468 Ha. The total energy comes out at -970.850675 hartree.

Structure (XYZ):
```
37
C13H17N3O4 ωB97M-V/def2-TZVPD
N 2.90 3.31 0.40
C 2.23 2.15 0.38
O 1.09 2.09 0.82
C 3.03 0.92 -0.13
C 2.22 -0.26 -0.76
N 1.44 -0.83 0.36
C 0.28 -1.52 0.16
O 0.14 -2.32 -0.72
C -0.70 -1.61 1.36
N -0.04 -1.87 2.65
C -1.62 -0.35 1.55
C -2.37 0.06 0.30
C -1.95 1.13 -0.49
C -2.74 1.50 -1.56
C -3.85 0.86 -1.95
C -4.27 -0.24 -1.21
C -3.55 -0.65 -0.09
C 3.16 -1.35 -1.34
O 4.31 -1.08 -1.57
O 2.59 -2.53 -1.69
H 3.87 3.42 0.13
H 2.41 4.12 0.78
H 3.55 0.50 0.69
H 3.79 1.30 -0.83
H 1.64 0.03 -1.60
H 1.31 -0.15 1.12
H -1.32 -2.45 1.07
H -0.09 -2.86 2.93
H 0.93 -1.61 2.51
H -2.27 -0.59 2.43
H -0.93 0.47 1.84
H -0.97 1.67 -0.18
H -2.49 2.37 -2.16
H -4.38 1.14 -2.84
H -5.14 -0.74 -1.50
H -3.89 -1.53 0.47
H 1.69 -2.50 -1.34
```

Löwdin atomic charge list, values in e, 5 entries: N 0.1676; C -0.5112; O 0.0234; C -0.0301; C -0.1600



# 4
# C6H9N

A structure of composition C6H9N (ωB97M-V/def2-TZVPD, the Open Molecules 2025 dataset).

The net charge is 0. The highest occupied orbital energy is -0.3032 hartree. As for the energy above the lowest of the compared OMol25 structures with the same formula, charge and spin: 106.86 kcal/mol. As for the spin multiplicity: 1. For the HOMO-LUMO gap, the calculation gives 0.3457 Ha. The total energy comes out at -288.611752 hartree.

Structure (XYZ):
```
16
C6H9N ωB97M-V/def2-TZVPD
C 2.10 0.39 -0.15
N 0.91 -0.49 -0.08
C -0.26 -1.05 0.89
C -1.44 -0.11 0.89
C -1.08 1.01 -0.05
C -0.22 -0.01 -0.86
C -1.08 -1.16 -0.32
H 1.98 1.44 0.15
H 2.39 0.43 -1.23
H 2.97 -0.03 0.36
H -0.29 -1.84 1.65
H -2.09 0.05 1.77
H -0.60 1.89 0.38
H -1.95 1.31 -0.64
H -0.02 0.23 -1.90
H -1.35 -2.06 -0.87
```

Löwdin atomic charge list, values in e, 5 entries: C -0.0986; N -0.0855; C -0.1520; C -0.1227; C -0.1280



# 5
# C55H50CoIN2P

A structure of composition C55H50CoIN2P (ωB97M-V/def2-TZVPD, the Open Molecules 2025 dataset).

The net charge is +1. The highest occupied orbital energy (alpha / beta) is -0.2989 / -0.3837 hartree. As for the spin multiplicity: 5. For the HOMO-LUMO gap (alpha / beta), the calculation gives 0.1981 / 0.2723 Ha. The total energy comes out at -4256.953082 hartree. Its expectation value of S² is 6.050.

Structure (XYZ):
```
110
C55H50CoIN2P ωB97M-V/def2-TZVPD
Co 1.07 0.01 -0.90
I 3.71 0.25 -1.68
C 4.56 2.21 -1.39
C 5.94 2.14 -1.37
C 6.71 3.29 -1.27
C 6.10 4.51 -1.23
C 4.69 4.61 -1.26
C 4.11 5.90 -1.23
C 2.76 6.06 -1.20
C 1.95 4.93 -1.18
C 2.45 3.64 -1.23
P 1.11 2.38 -1.18
C 0.09 3.11 0.15
C 0.67 3.01 1.41
C -0.03 3.36 2.55
C -1.35 3.78 2.44
C -1.93 3.89 1.19
C -1.21 3.58 0.04
C 0.41 2.65 -2.86
C 0.67 1.62 -3.76
C 0.25 1.69 -5.07
C -0.48 2.79 -5.50
C -0.75 3.82 -4.62
C -0.30 3.76 -3.31
C 3.86 3.43 -1.30
H 6.43 1.18 -1.43
H 7.79 3.20 -1.24
H 6.67 5.42 -1.18
H 4.77 6.75 -1.21
H 2.32 7.05 -1.18
H 0.88 5.08 -1.10
H 1.69 2.66 1.51
H 0.45 3.30 3.51
H -1.92 4.02 3.32
H -2.95 4.23 1.10
H -1.70 3.70 -0.92
H 1.21 0.73 -3.43
H 0.47 0.88 -5.75
H -0.82 2.85 -6.52
H -1.32 4.67 -4.95
H -0.53 4.58 -2.65
C -5.74 -0.21 -0.06
C -5.23 -0.90 -1.34
C -5.63 -2.37 -1.30
C -5.89 -0.25 -2.57
C -3.73 -0.69 -1.41
C -3.22 0.60 -1.48
C -1.85 0.79 -1.51
N -0.97 -0.20 -1.44
C -1.44 -1.46 -1.41
C -2.81 -1.73 -1.40
C -0.40 -2.49 -1.41
C -0.67 -3.85 -1.32
C 0.35 -4.79 -1.38
C 1.64 -4.29 -1.53
C 1.85 -2.92 -1.56
N 0.87 -2.03 -1.50
C 0.02 -6.26 -1.31
C -0.80 -6.53 -0.03
C -0.82 -6.63 -2.55
C 1.27 -7.14 -1.28
H -6.82 -0.32 0.02
H -5.50 0.85 -0.05
H -5.29 -0.67 0.82
H -6.71 -2.45 -1.23
H -5.21 -2.87 -0.43
H -5.31 -2.89 -2.20
H -6.96 -0.41 -2.55
H -5.49 -0.69 -3.48
H -5.71 0.82 -2.60
H -3.86 1.46 -1.52
H -1.45 1.78 -1.60
H -3.14 -2.75 -1.38
H -1.69 -4.18 -1.21
H 2.50 -4.94 -1.61
H 2.85 -2.54 -1.66
H -1.74 -5.99 -0.03
H -0.24 -6.23 0.85
H -1.02 -7.59 0.05
H -1.77 -6.09 -2.56
H -1.04 -7.70 -2.55
H -0.28 -6.39 -3.46
H 1.88 -6.91 -0.41
H 1.86 -7.02 -2.18
H 0.98 -8.19 -1.20
C 1.10 -0.20 0.98
C 1.07 -0.31 2.20
C 1.06 -0.35 3.59
C 0.09 -1.19 4.25
C 0.31 -1.73 5.52
C -0.67 -2.49 6.14
C -1.89 -2.72 5.51
C -2.10 -2.23 4.23
C -1.12 -1.49 3.59
C 1.96 0.55 4.27
C 1.66 1.09 5.53
C 2.47 2.06 6.08
C 3.61 2.49 5.42
C 3.94 1.93 4.19
C 3.13 0.98 3.62
H 1.26 -1.58 6.01
H -0.48 -2.89 7.12
H -2.66 -3.27 6.02
H -3.04 -2.41 3.73
H -1.29 -1.10 2.60
H 0.76 0.78 6.04
H 2.22 2.49 7.05
H 4.22 3.27 5.84
H 4.85 2.25 3.69
H 3.39 0.54 2.67
```

Löwdin atomic charge list, values in e, 5 entries: Co 0.2107; I 1.1656; C -0.5131; C -0.1699; C -0.0606



# 6
# C22H62O10Zr

A structure of composition C22H62O10Zr (ωB97M-V/def2-TZVPD, the Open Molecules 2025 dataset).

The net charge is +2. The highest occupied orbital energy is -0.5050 hartree. As for the energy above the lowest of the compared OMol25 structures with the same formula, charge and spin: 9.94 kcal/mol. As for the spin multiplicity: 1. For the HOMO-LUMO gap, the calculation gives 0.1237 Ha. The total energy comes out at -1674.114027 hartree.

Structure (XYZ):
```
95
C22H62O10Zr ωB97M-V/def2-TZVPD
Zr -13.91 26.22 -1.76
C -17.30 27.37 -3.36
C -16.72 26.04 -3.76
C -16.89 25.76 -5.29
O -15.43 25.88 -3.23
H -16.78 28.22 -3.79
H -17.40 27.46 -2.27
H -18.33 27.43 -3.70
H -17.39 25.26 -3.37
H -16.49 24.76 -5.49
H -16.28 26.48 -5.83
H -17.94 25.88 -5.50
C -13.93 22.08 0.13
C -14.60 23.02 -0.88
C -15.98 23.38 -0.40
O -13.81 24.18 -1.07
H -12.93 21.73 -0.16
H -14.48 21.15 0.26
H -13.88 22.50 1.14
H -14.66 22.49 -1.84
H -16.50 22.50 0.01
H -16.74 23.77 -1.08
H -15.97 23.95 0.54
C -11.31 22.04 2.62
C -10.41 21.99 1.38
O -9.06 22.33 1.67
H -10.96 21.28 3.31
H -12.33 21.90 2.25
H -11.26 23.04 3.06
H -10.81 22.65 0.61
H -10.37 20.97 0.97
H -8.73 21.75 2.36
C -15.36 17.57 3.45
C -14.76 18.96 3.23
O -15.57 19.77 2.39
H -15.05 16.82 2.73
H -16.45 17.61 3.51
H -15.12 17.14 4.42
H -13.77 18.85 2.79
H -14.63 19.44 4.20
H -15.91 19.20 1.66
C -13.44 16.43 -0.78
C -13.78 17.87 -1.15
O -15.09 17.90 -1.73
H -12.41 16.33 -0.43
H -13.57 15.71 -1.59
H -14.06 16.11 0.06
H -13.06 18.37 -1.79
H -13.80 18.52 -0.26
H -15.05 18.38 -2.57
C -14.34 23.01 3.94
C -15.86 23.02 4.14
O -16.60 22.26 3.21
H -13.86 22.04 4.05
H -14.09 23.75 4.71
H -14.08 23.48 2.98
H -16.25 24.03 4.06
H -15.97 22.68 5.18
H -16.19 21.37 3.17
C -19.19 26.01 1.74
C -18.30 24.87 2.25
O -18.74 23.64 1.70
H -19.20 26.00 0.65
H -18.83 26.97 2.13
H -20.17 25.90 2.20
H -18.38 24.82 3.34
H -17.25 25.06 1.99
H -18.01 23.05 1.92
C -15.67 17.72 -5.41
C -14.52 18.72 -5.24
O -14.78 19.66 -4.16
H -16.09 17.35 -4.49
H -15.18 16.91 -5.97
H -16.42 18.17 -6.06
H -14.34 19.26 -6.17
H -13.59 18.26 -4.92
H -15.08 20.51 -4.49
C -12.20 25.69 1.96
C -11.48 25.69 0.62
O -12.19 26.55 -0.34
H -13.21 25.26 1.96
H -12.10 26.58 2.56
H -11.77 24.87 2.55
H -11.46 24.68 0.22
H -10.47 26.07 0.75
H -12.10 27.48 -0.05
C -18.02 20.00 -0.48
C -17.99 18.51 -0.13
O -16.72 18.21 0.48
H -17.11 20.36 -0.96
H -18.25 20.53 0.45
H -18.85 20.33 -1.12
H -17.96 17.91 -1.04
H -18.78 18.28 0.58
H -16.08 18.02 -0.23
```

Löwdin atomic charge list, values in e, 5 entries: Zr 2.1816; C -0.0572; C -0.5233; C -0.0100; O -0.3395



# 7
# C9H15N3

An isolated molecule of C9H15N3 (ωB97M-V/def2-TZVPD, the Open Molecules 2025 dataset).

The net charge is 0. The highest occupied orbital energy is -0.3259 hartree. As for the energy above the lowest of the compared OMol25 structures with the same formula, charge and spin: 10.10 kcal/mol. As for the spin multiplicity: 1. Its SMILES is [H]/N=C/c1c(C(C)(C)C)cnn1C. For the HOMO-LUMO gap, the calculation gives 0.3543 Ha. The total energy comes out at -516.185563 hartree.

Structure (XYZ):
```
27
C9H15N3 ωB97M-V/def2-TZVPD
H 2.29 3.27 0.21
N 1.44 2.85 0.58
C 1.18 1.69 0.14
C 0.01 0.96 0.56
C -0.48 -0.30 0.18
C 0.08 -1.29 -0.81
C -0.84 -2.51 -0.90
C 1.46 -1.76 -0.35
C 0.16 -0.65 -2.20
C -1.64 -0.44 0.94
N -1.85 0.62 1.72
N -0.86 1.45 1.48
C -0.81 2.70 2.18
H 1.81 1.17 -0.59
H -0.44 -3.22 -1.62
H -0.92 -3.01 0.06
H -1.84 -2.22 -1.23
H 1.85 -2.50 -1.05
H 2.17 -0.94 -0.30
H 1.40 -2.21 0.63
H 0.52 -1.38 -2.93
H -0.82 -0.31 -2.52
H 0.83 0.21 -2.22
H -2.33 -1.25 0.97
H -0.87 3.53 1.47
H -1.65 2.73 2.86
H 0.13 2.80 2.72
```

Löwdin atomic charge list, values in e, 5 entries: H 0.0566; N 0.0998; C -0.1644; C -0.1603; C -0.1274



# 8
# C6H12O

A cluster of 2 separate species, C6H12O in total (ωB97M-V/def2-TZVPD, the Open Molecules 2025 dataset).

The net charge is 0. The highest occupied orbital energy is -0.3232 hartree. As for the energy above the lowest of the compared OMol25 structures with the same formula, charge and spin: 92.87 kcal/mol. As for the spin multiplicity: 1. For the HOMO-LUMO gap, the calculation gives 0.3308 Ha. The total energy comes out at -310.911274 hartree.

Structure (XYZ):
```
19
C6H12O ωB97M-V/def2-TZVPD
C 0.35 -0.08 -2.36
C 0.86 1.42 -0.12
C -0.59 1.64 0.00
O -1.25 0.49 0.51
C -0.30 -0.17 1.34
C -0.64 -1.65 1.41
C 1.06 0.19 0.71
H -0.08 0.28 -3.30
H -0.45 -0.37 -1.68
H 1.02 -0.92 -2.54
H 0.95 0.75 -1.94
H -0.62 2.48 0.73
H -1.11 1.97 -0.90
H -0.34 0.27 2.35
H -1.63 -1.79 1.86
H 0.09 -2.18 2.03
H -0.65 -2.09 0.41
H 1.44 -0.60 0.04
H 1.87 0.36 1.43
```

Löwdin atomic charge list, values in e, 5 entries: C -0.0361; C 0.0643; C -0.2752; O -0.1265; C -0.4061